Formula: C29H52BN2O11
Source: the Open Molecules 2025 dataset
Level of theory: ωB97M-V/def2-TZVPD

Summary:
**Energy above the lowest of the compared OMol25 structures with the same formula, charge and spin**: 0.00 kJ/mol
**Energy**: -2098.31348 Eh

The geometry in ORCA input format:
```
! wB97M-V def2-TZVPD RIJCOSX def2/J DEFGRID3
* xyz -1 1
C -1.49 0.38 0.25
C -0.50 1.17 1.12
N 0.44 1.93 0.32
B 1.18 3.08 1.06
C 2.00 3.95 -0.07
C 2.99 3.13 -0.91
O 2.83 3.31 -2.33
C 1.89 2.41 -2.88
C 2.51 1.04 -3.21
C 2.14 2.56 2.32
C 3.26 1.61 2.02
C 2.90 0.27 1.39
N 4.48 1.92 2.29
H -1.07 0.27 -0.75
H -2.46 0.90 0.16
H -1.70 -0.61 0.66
H -1.07 1.84 1.81
H 0.06 0.48 1.77
H -0.09 2.41 -0.39
H 0.31 3.85 1.60
H 1.25 4.34 -0.78
H 2.50 4.83 0.36
H 2.87 2.06 -0.68
H 4.04 3.39 -0.70
H 1.05 2.27 -2.18
H 1.51 2.88 -3.80
H 3.43 1.19 -3.78
H 2.75 0.49 -2.30
H 1.81 0.43 -3.80
H 1.48 2.08 3.07
H 2.60 3.43 2.80
H 3.59 0.07 0.55
H 3.03 -0.53 2.13
H 1.88 0.26 1.00
H 5.10 1.17 1.98
O -3.84 -2.30 1.56
C -3.50 -1.86 2.62
O -3.22 -0.56 2.80
C -2.73 -0.32 4.13
C -3.26 -1.49 4.96
C -3.30 -2.61 3.93
H -1.64 -0.31 4.09
H -3.08 0.66 4.44
H -2.64 -1.70 5.83
H -4.27 -1.26 5.31
H -2.34 -3.14 3.86
H -4.09 -3.34 4.07
O 0.79 -3.56 2.08
C 0.24 -3.60 1.01
O 0.64 -2.85 -0.03
C -0.25 -3.03 -1.16
C -0.89 -4.40 -0.92
C -0.94 -4.46 0.60
H -0.96 -2.21 -1.16
H 0.35 -2.97 -2.06
H -1.87 -4.49 -1.40
H -0.24 -5.19 -1.30
H -1.85 -4.01 1.01
H -0.82 -5.47 1.01
O 0.54 -7.44 1.00
C 1.59 -7.33 1.56
O 2.69 -8.01 1.15
C 3.80 -7.75 2.03
C 3.46 -6.43 2.72
C 1.94 -6.48 2.77
H 3.87 -8.57 2.74
H 4.70 -7.72 1.43
H 3.94 -6.33 3.70
H 3.78 -5.59 2.10
H 1.57 -7.00 3.65
H 1.44 -5.51 2.70
O 0.01 -0.88 -3.88
C -0.66 0.05 -4.21
O -1.67 0.53 -3.45
C -2.41 1.54 -4.14
C -1.44 2.09 -5.19
C -0.59 0.86 -5.49
H -3.28 1.05 -4.57
H -2.72 2.29 -3.42
H -1.95 2.51 -6.06
H -0.83 2.87 -4.74
H -1.02 0.25 -6.29
H 0.45 1.06 -5.74
O -1.51 3.47 -1.55
C -1.92 4.59 -1.48
O -1.25 5.64 -2.00
C -1.89 6.87 -1.64
C -3.35 6.50 -1.35
C -3.19 5.08 -0.80
H -1.39 7.28 -0.76
H -1.77 7.56 -2.47
H -3.83 7.19 -0.66
H -3.92 6.48 -2.28
H -2.99 5.07 0.27
H -4.01 4.41 -1.01
*
```

---

Formula: C5H9N3O
Source: the Open Molecules 2025 dataset
Level of theory: ωB97M-V/def2-TZVPD

Summary:
**Energy above the lowest of the compared OMol25 structures with the same formula, charge and spin**: 366.55 kJ/mol
**Energy**: -435.31811 Eh

The geometry in ORCA input format:
```
! wB97M-V def2-TZVPD RIJCOSX def2/J DEFGRID3
* xyz 0 1
C 0.11 1.23 -1.49
C -0.03 -2.31 -0.26
N 0.79 1.44 -0.21
C -0.64 0.61 1.87
C 0.75 0.10 -0.78
C -0.06 -0.85 0.05
N -1.69 1.33 2.25
O 1.89 -0.41 -1.39
N -0.66 -0.38 1.08
H 2.42 -0.88 -0.73
H 1.69 1.89 -0.29
H -1.64 1.86 3.10
H -2.51 1.47 1.66
H -0.97 1.35 -1.45
H 0.58 1.58 -2.40
H -0.10 -2.47 -1.34
H -0.86 -2.80 0.25
H 0.90 -2.78 0.08
*
```

---

Formula: C34H47BrN3OSb2V
Source: the Open Molecules 2025 dataset
Level of theory: ωB97M-V/def2-TZVPD

Summary:
**Energy above the lowest of the compared OMol25 structures with the same formula, charge and spin**: 44.82 kJ/mol
**Expectation value of S²**: 3.802
**Energy**: -5561.73317 Eh

The geometry in ORCA input format:
```
! wB97M-V def2-TZVPD RIJCOSX def2/J DEFGRID3
* xyz -1 4
V 2.15 0.20 -0.40
C -3.24 0.16 -3.91
Sb -2.85 -0.28 -1.83
C -4.62 0.73 -1.12
C -3.87 -2.21 -1.89
C -3.07 -3.28 -2.58
C -3.26 -3.46 -3.96
C -2.53 -4.39 -4.69
C -1.58 -5.16 -4.04
C -1.40 -5.01 -2.67
C -2.14 -4.10 -1.91
C -1.90 -4.02 -0.43
Sb -0.40 -2.48 0.17
C 1.12 -3.39 -1.05
C 0.24 -3.63 1.88
H -4.28 -0.04 -4.16
H -2.59 -0.48 -4.52
H -3.00 1.20 -4.11
H -5.50 0.39 -1.68
H -4.52 1.81 -1.23
H -4.76 0.49 -0.06
H -4.79 -2.01 -2.44
H -4.12 -2.46 -0.86
H -4.00 -2.85 -4.47
H -2.71 -4.51 -5.75
H -0.99 -5.89 -4.59
H -0.66 -5.63 -2.17
H -1.51 -4.97 -0.05
H -2.81 -3.77 0.11
H 1.22 -4.43 -0.74
H 2.07 -2.87 -0.91
H 0.85 -3.34 -2.10
H 0.11 -4.69 1.65
H -0.31 -3.37 2.78
H 1.30 -3.42 2.04
C 3.52 -0.95 2.61
C 2.05 -0.65 2.49
O 1.49 -0.55 1.27
C 1.22 -0.56 3.63
C 1.75 -0.59 4.95
C 0.92 -0.51 6.05
C -0.46 -0.40 5.91
C -1.01 -0.41 4.62
C -0.19 -0.49 3.51
H 3.96 -1.07 1.62
H 3.68 -1.88 3.17
H 4.05 -0.15 3.13
H 2.82 -0.67 5.10
H 1.36 -0.53 7.04
H -1.10 -0.33 6.78
H -2.08 -0.37 4.49
H -0.62 -0.52 2.52
C 1.20 -0.03 -2.22
H 0.60 -0.94 -2.30
H 1.93 -0.06 -3.04
H 0.53 0.82 -2.41
N 4.68 -1.44 -1.23
C 3.74 -0.82 -0.93
Br 6.08 5.63 -0.30
C 4.96 4.09 -0.38
C 4.52 3.51 0.80
C 3.69 2.40 0.72
C 3.27 1.85 -0.50
C 3.77 2.47 -1.66
C 4.60 3.58 -1.61
H 4.82 3.92 1.75
H 3.35 1.95 1.65
H 3.50 2.06 -2.63
H 4.97 4.03 -2.52
C -0.34 3.10 -1.03
C -1.51 4.06 -0.70
N -1.63 4.24 0.76
C -0.36 4.78 1.26
C 0.81 3.81 0.94
N 0.30 2.65 0.21
C -0.70 1.96 1.04
C -1.86 2.93 1.38
H 0.42 3.57 -1.65
H -0.70 2.21 -1.56
H -2.46 3.66 -1.07
H -1.37 5.05 -1.14
H -0.47 4.93 2.34
H -0.21 5.76 0.80
H 1.30 3.46 1.85
H 1.57 4.29 0.32
H -0.20 1.61 1.94
H -1.05 1.08 0.49
H -1.96 3.08 2.45
H -2.82 2.55 1.01
*
```